Record 1
Computed, not measured: an isolated ion of composition C2H6O3P and charge -1 at a distorted geometry, with ωB97M-V/def2-TZVPD.

Last column: natural (NBO) charge in e.
Positions of all 12 atoms, in Å:
C (-1.37979, -0.63075, 0.07884)  -0.6680
C (-0.29355, 0.29625, -0.44637)  -0.2570
O (-0.47645, 1.63435, -0.07955)  -0.7792
P (1.36627, -0.23858, 0.19992)  1.9987
O (2.15887, 1.06342, 0.33083)  -1.1988
O (1.95745, -1.28872, -0.60418)  -1.1659
H (-1.50694, -0.26006, 1.09678)  0.2187
H (-2.13116, -0.38875, -0.72755)  0.2124
H (-0.92615, -1.69206, 0.18070)  0.2238
H (-0.25532, 0.18396, -1.59307)  0.1432
H (0.56429, 1.94569, -0.11571)  0.5148
H (0.92247, -0.62475, 1.67937)  -0.2425

Cartesian forces, eV/Å:
1.1 0.1 -0.8
1.5 -1.2 -1.2
2.7 1.2 -0.3
-0.5 3.2 2.3
-0.8 -0.3 0.1
0.6 -2.7 -1.0
-1.0 -0.1 -0.1
-0.4 -1.2 1.7
-1.2 1.5 -0.7
0.2 0.1 1.3
-2.9 -0.7 0.6
0.6 0.1 -1.9

Computed properties:
Max |F| ... 3.93 eV/A
SMILES string ... C[C@@H](O)[P@H](=O)[O-]
Energy relative to the best compared isomer or geometry (same formula, charge and spin) ... 131.2 kJ/mol
E ... -646.9576 hartree
Kohn-Sham gap ... 8.88 eV
Molecular weight ... 109.04 g/mol
E_LUMO ... 4.254 eV
Net charge ... -1

=====

Record 2
Computed, not measured: a 2-piece molecular cluster, C2H6O4 overall at a distorted geometry, with ωB97M-V/def2-TZVPD.

Last column: natural (NBO) charge in e.
Positions of all 12 atoms, in Å:
O (1.19103, -2.67245, 3.10955)  -0.5652
C (0.58758, -2.08271, 2.20059)  0.6573
O (0.99514, -1.85977, 0.95601)  -0.4862
C (0.10654, -1.37818, 0.01789)  0.2289
O (0.00000, 0.00000, 0.00000)  -0.7120
H (-0.48392, -1.85392, 2.36547)  0.1022
H (-0.91991, -1.73842, 0.22302)  0.1316
H (0.33981, -1.61041, -1.03903)  0.1691
H (-0.70572, 0.17892, -0.65600)  0.4740
O (-0.50056, -4.06337, 5.89338)  -0.9503
H (-0.02265, -4.28755, 5.06296)  0.4789
H (-0.05734, -3.24879, 6.22244)  0.4717

Cartesian forces, eV/Å:
-0.8 2.0 -3.1
-0.6 -2.3 3.0
1.8 0.0 -0.2
-2.4 -0.2 -1.4
-0.1 1.5 0.2
0.2 0.4 -0.2
0.4 -0.6 0.1
0.7 -1.1 0.9
0.6 0.2 0.6
0.8 0.6 -0.4
-0.4 0.4 0.9
-0.4 -0.9 -0.5

Computed properties:
Max |F| ... 3.84 eV/A
SMILES string ... O=COCO.O
Energy relative to the best compared isomer or geometry (same formula, charge and spin) ... 121.8 kJ/mol
E ... -380.7290 hartree
Kohn-Sham gap ... 11.34 eV
Molecular weight ... 94.07 g/mol
E_LUMO ... 0.359 eV